Computed, not measured: a structure of composition C5H6OS, with ωB97M-V/def2-TZVPD.

## Properties
DFT total energy (eV): -18160.5947
Spin multiplicity: 1
Max |F| (Eh/bohr): 0.2011
ΔE to the lowest compared entry with this formula, charge and spin (eV): 4.0431
HOMO (eV): -8.420
Kohn-Sham gap (eV): 8.115

Geometry (Å):
C -1.207 0.108 0.031
C -0.385 1.116 -0.151
C 0.929 0.308 -0.586
C 0.906 -0.633 0.759
C -0.308 -1.147 -0.073
H -0.297 1.766 0.850
H -0.550 1.956 -0.881
H 1.732 0.841 -0.987
H 0.720 0.088 1.629
H 1.667 -1.299 0.868
H -0.915 -2.027 0.018
O 0.465 -0.774 -1.244
S -2.758 -0.304 -0.232

Results of the Löwdin charge analysis, in e, for atoms 1 through 4: C -0.79; C -0.21; C -0.24; C 0.01